{
  "formula": "C43H44B3ClN6O16",
  "method": "wB97M-V/def2-TZVPD",
  "symbols": ["C", "H", "C", "H", "N", "C", "C", "O", "H", "O", "O", "O", "C", "H", "C", "H", "C", "O", "H", "C", "C", "H", "C", "C", "O", "C", "O", "C", "H", "N", "O", "C", "H", "O", "H", "C", "H", "H", "H", "B", "H", "H", "C", "O", "C", "H", "B", "C", "B", "O", "H", "H", "C", "O", "C", "C", "H", "H", "N", "H", "H", "C", "C", "H", "N", "N", "H", "H", "H", "C", "Cl", "C", "C", "C", "H", "H", "C", "H", "O", "H", "C", "H", "C", "C", "H", "O", "C", "C", "C", "C", "C", "C", "C", "H", "H", "N", "H", "C", "H", "H", "C", "H", "C", "H", "H", "C", "C", "H", "O", "H", "H", "H", "O"],
  "coordinates": [[4.70, -9.00, -1.57], [2.44, -2.72, -6.59], [-1.59, 7.79, 5.46], [4.90, -1.28, -3.39], [6.96, -6.31, -0.31], [3.36, -7.26, -0.59], [-2.19, 0.62, 2.57], [6.83, -5.25, 0.27], [4.43, -5.59, 0.23], [8.02, -6.79, -0.66], [-0.13, 0.51, 0.92], [-2.45, -4.93, -2.22], [-3.11, 0.49, 5.20], [0.32, 2.76, 1.61], [-5.46, 4.63, -0.07], [-1.35, -3.66, -4.35], [-1.51, 10.19, 5.61], [-1.48, 5.38, 2.66], [-3.62, 2.33, 1.58], [-0.64, -5.30, -0.46], [-0.21, 9.03, 3.94], [6.82, -8.70, -1.52], [1.37, 2.71, 1.37], [3.54, 3.74, 1.25], [-3.03, -4.41, 0.07], [-3.24, 4.43, 1.55], [1.57, -0.66, 0.30], [3.45, -8.48, -1.23], [-0.97, -2.68, -2.41], [2.73, -0.71, -4.85], [3.03, 0.12, -4.01], [-3.94, 3.29, 1.22], [-1.97, 6.84, 5.81], [-1.42, 1.32, 7.14], [0.00, -5.68, -2.62], [2.19, 3.81, 1.55], [-2.21, -1.44, -2.52], [-5.07, 6.74, -0.09], [-0.78, 0.00, -3.77], [-2.11, -4.86, -0.87], [0.26, -1.35, -4.35], [-1.93, -2.27, -5.23], [-0.62, 10.20, 4.56], [0.51, -7.17, -1.41], [4.09, 2.55, 0.77], [-6.33, 4.71, -0.70], [-3.49, -4.06, -2.59], [-0.34, -0.97, -3.52], [-3.99, -3.60, -0.47], [0.69, 11.47, 3.15], [2.55, -9.03, -1.48], [0.49, 9.06, 3.12], [4.12, -3.94, -6.08], [-4.55, -3.89, -1.70], [-0.70, 7.82, 4.40], [-5.06, 3.39, 0.41], [-4.39, -1.61, -2.92], [-0.40, 1.46, 3.40], [-0.08, 11.49, 4.09], [-4.90, -0.35, 4.37], [5.87, -4.95, -5.35], [1.93, 1.53, 0.89], [-1.43, -1.96, -3.10], [5.14, 2.49, 0.54], [1.06, 0.37, 0.68], [-2.04, 4.34, 2.39], [6.36, -3.25, -3.63], [-3.09, 6.57, 1.36], [-3.80, -3.95, -4.76], [-3.42, -3.28, -3.97], [-4.54, -2.10, 0.32], [4.51, -6.54, -0.27], [-1.85, 0.98, 4.91], [0.00, -6.09, -1.59], [3.70, 0.51, 0.22], [1.76, 4.74, 1.92], [3.28, 1.44, 0.59], [0.28, -0.81, -2.64], [-1.65, 3.24, 2.78], [-5.45, -2.49, -4.02], [5.74, -7.07, -0.62], [-4.20, -1.38, -4.68], [3.30, -2.84, -5.94], [5.50, -3.13, -4.28], [4.77, -9.96, -2.07], [0.10, 1.88, 5.72], [5.85, -8.30, -1.26], [-3.91, 0.05, 4.16], [-4.76, 5.77, 0.28], [-2.01, 8.97, 6.06], [5.23, -4.09, -5.25], [-4.44, -2.10, -3.89], [-3.64, 5.68, 1.09], [-1.83, 11.11, 6.08], [-2.71, 8.95, 6.88], [-0.99, 1.43, 6.01], [4.17, 4.60, 1.38], [3.59, -1.89, -4.98], [-3.47, 0.44, 6.21], [-1.82, 0.66, 1.56], [-3.45, 0.10, 2.85], [0.00, -4.42, -0.32], [4.68, -2.02, -4.14], [2.39, -6.86, -0.33], [-0.38, 6.90, 3.93], [-2.00, -2.78, -4.27], [-1.38, 1.06, 3.61], [-0.63, -5.94, 0.43], [-0.44, 12.49, 4.67], [-4.09, -0.25, 2.04], [-5.61, 2.50, 0.14], [3.91, -4.69, -6.83], [1.77, -0.63, -5.58]],
  "orbital_gap_ha": 0.3118,
  "e_lumo_ev": -1.0
}

{
  "formula": "C43H44CrN3S2",
  "method": "wB97M-V/def2-TZVPD",
  "symbols": ["C", "C", "H", "C", "S", "H", "H", "H", "C", "H", "C", "N", "H", "Cr", "H", "H", "H", "C", "C", "H", "C", "H", "H", "H", "H", "S", "H", "H", "C", "C", "C", "H", "C", "H", "C", "C", "H", "H", "H", "H", "C", "H", "C", "H", "H", "H", "C", "C", "C", "C", "C", "C", "C", "C", "C", "H", "H", "H", "C", "H", "H", "N", "H", "H", "H", "C", "H", "C", "C", "H", "C", "C", "H", "C", "C", "C", "C", "C", "C", "H", "C", "H", "C", "C", "C", "H", "C", "C", "N", "H", "H", "H", "H"],
  "coordinates": [[-2.13, 3.71, -0.68], [2.35, -1.70, -0.20], [5.68, 3.12, -0.49], [-3.37, 5.62, 0.19], [-2.35, 3.61, 1.89], [-2.28, 1.02, -3.15], [4.25, -4.65, -1.88], [0.46, 2.98, -1.48], [-2.78, 0.50, -2.34], [-2.85, 1.18, -1.50], [1.34, -0.87, 0.38], [-1.48, 2.57, -0.30], [-1.07, -2.90, 4.22], [-0.46, 0.77, 1.64], [1.92, -5.96, -1.96], [-1.84, 3.68, -2.81], [-4.28, -2.08, -2.24], [-1.70, -1.61, -3.17], [-3.28, -1.14, 3.57], [-0.66, -1.56, 3.15], [0.14, -5.07, -1.17], [-3.05, 5.79, -3.17], [1.77, -0.25, 3.19], [-0.46, -5.94, -1.42], [2.95, 1.12, -3.58], [-0.68, 1.19, 3.70], [-1.53, -4.02, -0.35], [1.49, 0.13, -3.68], [1.49, -5.09, -1.48], [-4.65, -2.83, -0.28], [2.48, 2.36, 3.60], [-1.02, -0.41, -1.54], [1.68, -2.90, -0.58], [0.33, 2.33, -3.11], [4.37, -2.69, -1.01], [1.67, 1.23, -1.83], [1.51, 2.35, 3.11], [-5.58, -3.32, -0.56], [5.35, 2.48, 1.86], [3.96, 2.55, -2.16], [-2.94, 5.39, -2.17], [-3.09, -1.15, 4.64], [2.28, 0.48, -3.01], [-3.79, 0.24, -2.66], [2.33, 2.23, 4.67], [-0.72, -3.22, 2.52], [2.84, -0.15, 3.39], [-3.49, 6.10, -1.10], [3.35, 1.24, 3.02], [0.30, -2.86, -0.27], [2.32, -3.99, -1.18], [-3.92, -2.13, -1.22], [-3.01, -2.27, 1.41], [-0.48, -3.98, -0.57], [3.48, 1.50, 1.53], [-4.36, -1.12, 3.40], [-3.18, -3.26, 3.27], [3.37, -0.91, 2.82], [-2.27, 4.21, -1.97], [-3.79, 6.15, 1.03], [-4.02, 7.02, -1.28], [-1.03, -0.96, 0.76], [-4.77, -3.43, 1.76], [2.99, -0.32, 4.45], [-2.85, -0.23, 3.16], [-1.98, -0.74, -1.94], [5.43, -2.62, -1.19], [3.70, -3.85, -1.40], [-2.69, 4.43, 0.40], [1.76, 3.25, -2.65], [-2.67, -2.37, 2.88], [-2.26, -1.57, 0.45], [4.30, -0.74, -0.13], [1.02, 2.54, -2.30], [4.60, 2.22, 1.12], [-1.47, 2.33, 0.96], [4.79, 2.58, -0.20], [2.52, 1.14, 0.57], [0.07, -1.57, 0.33], [-2.62, -1.82, -3.72], [-2.73, -1.51, -0.88], [4.36, 1.33, 3.45], [3.73, -1.62, -0.41], [3.83, 2.26, -1.13], [-4.19, -2.88, 1.02], [2.83, -0.40, -2.66], [-1.18, -2.52, 3.21], [2.70, 1.54, -0.77], [1.38, 0.37, 0.90], [0.88, 0.62, -1.40], [-1.02, -1.09, -3.84], [2.94, 3.33, 3.42], [-1.24, -2.55, -2.89]],
  "spin_multiplicity": 5,
  "orbital_gap_ha": [0.1855, 0.2297],
  "s2": 6.135,
  "charge": -1,
  "e_lumo_ev": [1.5, 1.6]
}

{
  "formula": "C43H44InN10OPSSe",
  "method": "wB97M-V/def2-TZVPD",
  "symbols": ["H", "H", "N", "C", "C", "C", "N", "C", "C", "C", "H", "H", "N", "C", "C", "C", "H", "H", "H", "H", "C", "C", "C", "H", "C", "N", "H", "C", "H", "S", "H", "C", "C", "H", "H", "C", "C", "H", "H", "C", "H", "H", "C", "H", "C", "H", "H", "C", "H", "N", "C", "H", "C", "C", "N", "H", "C", "H", "H", "H", "P", "H", "O", "H", "H", "N", "C", "In", "N", "C", "H", "C", "H", "H", "C", "C", "C", "H", "H", "C", "H", "C", "H", "H", "H", "N", "C", "H", "H", "Se", "H", "C", "N", "C", "H", "H", "C", "C", "C", "C", "C", "C"],
  "coordinates": [[-5.40, 2.15, -0.15], [-2.19, -4.31, -1.33], [-0.33, 1.85, 1.54], [-3.99, 1.87, -3.78], [-5.91, -1.47, 1.07], [-2.84, 3.22, -1.64], [2.04, -2.03, -0.08], [0.87, 3.98, -3.30], [-1.53, 3.41, 2.88], [-3.71, 3.23, -3.88], [1.31, -2.70, -1.88], [-4.45, 1.36, -4.61], [5.01, 2.43, 0.26], [-5.54, 1.14, 0.21], [-4.44, 0.30, 0.38], [-0.16, -0.66, -7.24], [-0.14, -2.95, 4.37], [1.19, 4.72, -4.02], [4.61, -3.33, 1.63], [4.57, -4.93, -0.26], [0.72, 4.30, -1.96], [-1.48, 2.44, 1.85], [-4.63, -1.01, 0.82], [-2.47, 3.89, 3.12], [-0.39, 3.72, 3.57], [5.71, 0.63, -0.74], [3.90, -1.00, 2.39], [0.32, 3.32, -1.08], [-3.96, 3.76, -4.79], [-1.18, -2.28, 0.15], [0.93, 5.30, -1.59], [2.93, -2.21, 0.89], [0.11, -1.90, 4.51], [2.50, -2.33, 3.79], [-2.39, 3.74, -0.81], [6.80, 1.25, -0.20], [-3.14, 1.86, -1.53], [-6.06, -2.49, 1.40], [-7.66, 1.33, 0.35], [0.78, -1.38, 3.27], [5.11, -0.47, -2.39], [2.43, -0.30, 1.65], [6.37, 2.38, 0.42], [-1.85, 0.62, -7.45], [5.73, -0.59, -1.50], [1.73, 3.33, 3.73], [-1.88, 1.28, -5.07], [0.81, 3.10, 3.22], [-0.40, 4.46, 4.36], [-0.46, -0.46, -2.20], [0.18, 1.75, -2.74], [6.91, 3.13, 0.95], [0.60, 2.68, -3.70], [-0.20, 0.04, -4.56], [-2.60, 2.16, 1.13], [-3.44, 2.65, 1.42], [4.16, 3.48, 0.76], [-8.00, -0.99, 1.10], [-2.90, 4.95, -2.90], [-3.78, -1.66, 0.95], [-2.76, 0.91, -0.02], [6.75, -0.82, -1.79], [0.18, -0.68, 2.46], [0.76, -1.82, 5.38], [5.32, -1.41, -0.91], [-1.90, -3.60, -1.98], [3.86, -4.12, -0.21], [-0.03, 0.01, 0.02], [-0.95, -1.64, -2.49], [0.78, -1.19, -6.38], [3.23, 3.48, 0.21], [3.87, -3.23, 0.85], [-0.14, -0.93, -8.29], [0.71, 2.38, -4.73], [-1.12, 0.22, -6.77], [-6.81, 0.68, 0.48], [-0.17, 0.40, -3.13], [4.66, 4.44, 0.64], [-3.91, 0.13, -2.54], [-7.00, -0.63, 0.91], [1.54, -1.86, -6.75], [4.61, 1.35, -0.45], [-0.81, -1.35, 4.69], [2.86, -4.60, -2.06], [-2.02, -3.75, -2.97], [0.05, 2.08, -1.45], [-3.12, 3.89, -2.82], [1.68, 1.69, 1.85], [3.95, 3.31, 1.82], [2.90, 1.03, -1.08], [1.50, -1.26, -4.35], [0.76, -0.86, -5.04], [2.08, -1.69, 3.13], [2.92, -3.94, -1.21], [7.80, 0.86, -0.29], [0.22, 3.54, -0.03], [2.89, -1.22, 2.03], [-1.14, 0.58, -5.44], [-1.33, -2.47, -1.55], [-3.69, 1.19, -2.62], [2.04, -2.88, -1.10], [0.78, 2.18, 2.20]],
  "e_above_lowest_kcal_mol": 23.3,
  "orbital_gap_ha": 0.2530,
  "charge": 2,
  "e_lumo_ev": -5.5
}

{
  "formula": "C43H44InN10OPSSe",
  "method": "wB97M-V/def2-TZVPD",
  "symbols": ["H", "H", "C", "H", "C", "H", "H", "Se", "N", "C", "C", "C", "H", "N", "H", "S", "H", "C", "C", "H", "C", "N", "C", "H", "H", "H", "C", "H", "N", "C", "C", "In", "H", "H", "O", "C", "C", "H", "C", "H", "H", "C", "N", "C", "N", "N", "N", "C", "C", "C", "C", "H", "C", "C", "H", "H", "H", "C", "C", "H", "C", "C", "C", "C", "H", "C", "C", "C", "H", "H", "H", "H", "C", "H", "H", "C", "C", "C", "P", "H", "C", "C", "H", "H", "H", "H", "C", "H", "H", "H", "N", "H", "H", "C", "C", "H", "C", "N", "H", "C", "H", "H"],
  "coordinates": [[-3.74, 0.44, 3.98], [3.40, 3.34, -2.06], [-2.09, 5.70, 0.44], [-0.93, -4.84, 1.44], [0.36, -3.39, 0.95], [-1.98, -2.92, -0.40], [-2.99, 3.91, -2.87], [0.35, -2.75, -2.53], [2.78, -0.74, -0.49], [-2.63, -0.07, 2.22], [-3.10, -0.68, -2.65], [-2.12, -3.33, 0.60], [-1.85, 6.19, 1.37], [-2.23, -0.99, 1.33], [-2.71, -1.60, -3.05], [1.73, 1.23, -2.61], [2.51, 4.29, -0.93], [1.12, -5.44, -4.16], [1.44, -4.28, 1.49], [-1.15, 3.85, 1.01], [-2.78, 6.38, -0.56], [-0.44, 1.93, -0.95], [-4.92, 0.78, -2.19], [1.52, -6.20, -4.82], [2.59, 0.87, 4.35], [-5.97, 1.03, -2.22], [-2.05, 3.73, -0.94], [2.40, -3.79, 1.36], [0.55, 2.84, -0.79], [0.21, -1.40, 3.52], [3.43, -1.40, -1.47], [0.38, -0.24, -0.89], [6.63, -1.05, -0.50], [1.44, -5.23, 0.95], [0.68, -2.27, 0.49], [0.64, -0.64, -5.16], [-0.06, 3.88, 3.89], [1.28, -2.17, -7.44], [-3.85, -1.65, 3.50], [-3.60, 6.28, -2.53], [-4.33, 2.59, -1.18], [5.55, -0.97, -0.51], [0.85, -2.07, -5.32], [1.61, 2.56, -1.49], [-2.22, 0.14, -2.09], [1.08, -4.17, -4.88], [2.67, 3.40, -1.37], [-2.66, 1.32, -1.60], [-4.46, -0.40, -2.73], [-3.09, 5.74, -1.75], [1.00, -1.76, 5.76], [-5.13, -1.10, -3.21], [4.91, -0.28, 0.50], [0.16, -2.11, 4.72], [0.44, -0.20, -6.13], [-0.21, -0.46, -4.50], [2.51, 5.37, 2.29], [1.89, -0.70, 5.62], [1.82, 4.59, 2.58], [0.71, 5.88, 3.89], [0.80, -2.98, -4.33], [0.06, 2.60, 3.37], [1.17, -2.70, -6.51], [-2.62, -2.25, 1.53], [-2.32, 0.94, 2.02], [3.51, -0.18, 0.47], [-4.01, 1.65, -1.62], [0.81, 4.88, 3.49], [0.97, -2.31, 6.69], [5.46, 0.18, 1.30], [2.74, 3.10, 1.36], [-0.54, -2.93, 4.84], [-1.66, 2.31, -1.11], [3.50, 0.84, 2.21], [0.12, -5.72, -3.84], [1.93, 0.01, 4.43], [-2.74, 4.41, -1.94], [-3.44, -0.35, 3.30], [1.21, 0.60, 1.79], [2.54, -0.41, 6.43], [1.10, -0.34, 3.36], [-1.71, 4.38, 0.24], [-3.06, 7.41, -0.41], [1.27, -4.48, 2.55], [2.79, -1.83, -2.23], [-0.60, 1.82, 3.72], [1.31, -4.01, -6.23], [5.25, -2.08, -2.34], [1.51, -0.17, -4.72], [-0.46, -1.66, 2.71], [-0.88, -3.91, 1.06], [-3.74, -3.64, 2.71], [1.75, -5.34, -3.28], [1.95, 3.31, 2.07], [1.07, 2.30, 2.45], [1.55, -4.84, -6.88], [4.79, -1.54, -1.53], [2.88, 0.55, 1.46], [-0.84, 4.09, 4.62], [-3.43, -2.61, 2.60], [-2.86, -4.12, 0.54], [-4.49, -1.91, 4.33]],
  "e_above_lowest_kcal_mol": 33.9,
  "orbital_gap_ha": 0.2568,
  "charge": 2,
  "e_lumo_ev": -5.6
}

Computed DFT total energy (Eh) in order:
-3731.8448; -3670.1971; -5618.5646; -5618.5476